1.
{
  "formula": "C24H44BO15P",
  "method": "ωB97M-V/def2-TZVPD",
  "species": ["C", "C", "O", "B", "O", "C", "C", "O", "C", "O", "C", "C", "C", "P", "O", "O", "O", "H", "H", "H", "H", "H", "H", "H", "H", "H", "H", "H", "H", "H", "H", "H", "H", "H", "H", "H", "H", "O", "C", "C", "C", "C", "O", "H", "H", "H", "H", "H", "H", "O", "C", "C", "C", "C", "O", "H", "H", "H", "H", "H", "H", "O", "C", "C", "C", "C", "O", "H", "H", "H", "H", "H", "H", "O", "C", "C", "C", "C", "O", "H", "H", "H", "H", "H", "H"],
  "xyz": [[4.6012, -2.9626, -0.8805], [3.2085, -2.7701, -0.3031], [3.2925, -1.8544, 0.8127], [2.0950, -1.2295, 1.0917], [1.3119, -1.8312, 2.0519], [1.6686, 0.1491, 0.4010], [0.1774, 0.4088, 0.4791], [-0.6265, -0.6839, 0.0996], [-0.8582, -0.8040, -1.2942], [1.9913, 0.2410, -0.9937], [3.3395, 0.5341, -1.2981], [3.8198, 1.9268, -0.8609], [4.9292, 1.7884, 0.1667], [3.4306, 0.4643, -3.1227], [4.6012, 1.0963, -3.6809], [3.4066, -1.0965, -3.5343], [2.0400, 1.0617, -3.6532], [5.3000, -2.7886, -0.0778], [4.7172, -3.9608, -1.2702], [4.7842, -2.2144, -1.6351], [2.8482, -3.7158, 0.0821], [2.5371, -2.3759, -1.0606], [1.0756, -2.6906, 1.6617], [2.1316, 0.9495, 0.9825], [-0.0614, 0.7446, 1.4786], [-0.0210, 1.2416, -0.1886], [-1.7481, -1.4051, -1.4046], [-0.0512, -1.3831, -1.7366], [-0.9823, 0.1411, -1.7938], [4.0384, -0.2179, -0.9487], [2.9815, 2.4014, -0.3669], [4.1308, 2.5389, -1.6906], [5.7759, 1.2790, -0.2667], [5.2503, 2.7444, 0.5538], [4.5801, 1.1788, 0.9864], [2.5938, -1.4891, -3.1680], [1.3529, 0.3884, -3.5113], [-0.1187, -7.9740, 2.5623], [-0.2646, -6.8792, 3.0141], [-0.5133, -6.4950, 4.4623], [-1.0028, -5.0525, 4.3427], [-0.3071, -4.5838, 3.0787], [-0.1951, -5.7585, 2.2489], [0.4305, -6.5649, 5.0047], [-1.2472, -7.1558, 4.9128], [-0.7814, -4.4322, 5.2060], [-2.0834, -5.0451, 4.1939], [0.6965, -4.2006, 3.2776], [-0.8788, -3.8240, 2.5499], [-2.1076, -2.0431, 6.7391], [-2.0619, -1.4708, 5.6903], [-2.7915, -0.2039, 5.2933], [-2.6561, -0.2049, 3.7717], [-1.3462, -0.9532, 3.5705], [-1.2760, -1.8911, 4.6705], [-2.2833, 0.6458, 5.7514], [-3.8241, -0.2392, 5.6273], [-2.6566, 0.7809, 3.3196], [-3.4774, -0.7748, 3.3326], [-0.4781, -0.2962, 3.6231], [-1.3146, -1.4965, 2.6322], [-2.8715, 2.6863, 0.7306], [-3.3027, 2.4315, -0.3554], [-4.5670, 2.9624, -0.9984], [-4.7720, 2.0068, -2.1718], [-3.3423, 1.5899, -2.4851], [-2.6496, 1.6179, -1.2173], [-4.3802, 3.9836, -1.3339], [-5.3904, 2.9494, -0.2905], [-5.2827, 2.4513, -3.0227], [-5.3492, 1.1399, -1.8460], [-2.8477, 2.2872, -3.1564], [-3.2835, 0.5868, -2.9041], [-3.7016, 5.5029, -4.2134], [-2.5188, 5.3427, -4.1979], [-1.4466, 6.2467, -4.7716], [-0.2183, 5.3354, -4.7935], [-0.5047, 4.3914, -3.6326], [-1.9432, 4.2729, -3.5927], [-1.3164, 7.0961, -4.1000], [-1.7320, 6.5974, -5.7584], [0.7292, 5.8592, -4.6929], [-0.1943, 4.7746, -5.7282], [-0.1666, 4.7913, -2.6749], [-0.0715, 3.4043, -3.7751]],
  "forces_ev_per_angstrom": [[-0.511, 0.431, 0.339], [0.940, 0.036, 0.456], [-0.205, 0.081, -1.043], [0.444, -0.025, 0.422], [-0.666, 0.123, -0.601], [-0.530, -0.489, 0.398], [0.345, 0.269, -0.444], [-0.278, 0.067, 0.148], [0.348, -0.806, 0.589], [0.371, -0.312, 0.204], [0.068, 0.651, -1.351], [-0.185, -0.441, 0.959], [-0.058, 0.042, -0.237], [0.052, -0.540, 0.082], [0.879, 0.758, -0.380], [-0.962, 0.092, 0.494], [-0.189, -0.539, 0.070], [0.350, -0.190, 0.270], [0.149, -0.243, -0.290], [0.238, 0.018, -0.421], [-0.369, -0.277, -0.022], [-0.364, -0.020, -0.112], [0.110, -0.046, 0.725], [0.260, 0.347, -0.113], [-0.379, -0.280, 0.349], [-0.196, 0.345, -0.100], [-0.430, -0.041, -0.061], [0.330, 0.024, -0.347], [0.047, 0.421, -0.077], [0.010, -0.298, 0.337], [-0.368, 0.332, -0.112], [0.069, 0.166, -0.339], [0.422, -0.101, -0.139], [0.137, 0.277, 0.092], [-0.061, -0.193, 0.424], [0.400, -0.312, -0.192], [-0.131, 0.553, -0.019], [-0.029, -0.050, -0.183], [0.139, -0.118, 0.274], [-0.263, 0.404, -0.252], [-0.014, -0.161, 0.302], [-0.024, 0.043, 0.073], [-0.020, 0.135, -0.022], [0.004, -0.078, 0.015], [0.134, -0.167, 0.026], [0.025, 0.053, -0.033], [-0.006, 0.039, -0.010], [0.009, -0.032, 0.051], [0.022, -0.080, -0.163], [0.007, -0.178, -0.019], [0.056, 0.168, 0.278], [-0.074, -0.127, -0.480], [-0.083, -0.040, 0.139], [-0.179, 0.081, -0.029], [-0.034, 0.118, -0.244], [-0.030, -0.007, 0.076], [0.048, 0.056, 0.213], [0.065, 0.117, -0.068], [0.027, 0.004, -0.020], [0.043, -0.028, 0.043], [0.129, -0.096, 0.007], [0.119, -0.143, 0.169], [-0.023, 0.384, 0.054], [-0.100, -0.393, -0.226], [-0.059, 0.078, 0.084], [-0.127, -0.123, -0.228], [-0.178, 0.020, -0.121], [-0.001, 0.029, 0.044], [0.065, 0.173, 0.104], [0.087, 0.053, -0.035], [0.006, -0.013, -0.005], [-0.041, 0.029, 0.017], [0.127, -0.071, 0.165], [-0.174, -0.150, 0.017], [-0.005, 0.306, 0.069], [0.323, -0.403, -0.118], [-0.086, 0.117, -0.021], [0.164, -0.004, -0.059], [0.182, 0.048, -0.032], [-0.068, 0.048, -0.021], [-0.137, 0.153, 0.068], [0.000, -0.004, 0.069], [0.020, -0.024, 0.005], [-0.026, 0.020, 0.005], [-0.108, -0.066, 0.064]],
  "homo_ev": -10.0,
  "smiles": "CCOB(O)[C@H](COC)O[C@H](CC)P(=O)(O)O.O=C1CCCO1.O=C1CCCO1.O=C1CCCO1.O=C1CCCO1",
  "total_charge": 0,
  "e_tot_ev": -66283.81361
}

***

2.
{
  "formula": "C45H55ClN4O2S4Si2Ti",
  "method": "ωB97M-V/def2-TZVPD",
  "species": ["Ti", "O", "C", "S", "C", "C", "S", "S", "S", "C", "Si", "C", "C", "C", "C", "C", "C", "C", "C", "N", "Si", "C", "C", "C", "H", "H", "H", "H", "H", "H", "H", "H", "H", "H", "H", "H", "H", "H", "H", "H", "H", "H", "H", "H", "H", "H", "C", "C", "C", "C", "C", "O", "C", "C", "C", "C", "C", "C", "Cl", "C", "C", "C", "N", "C", "N", "C", "N", "H", "H", "H", "H", "H", "H", "H", "H", "H", "H", "H", "H", "H", "H", "H", "H", "H", "H", "H", "H", "H", "H", "C", "C", "C", "C", "C", "C", "C", "C", "C", "C", "C", "C", "C", "C", "H", "H", "H", "H", "H", "H", "H", "H", "H", "H", "H"],
  "xyz": [[2.0150, -0.7496, 1.2988], [7.4090, -4.6797, -1.2585], [6.4916, -4.0024, -0.8343], [5.4444, -3.0094, -1.8395], [4.4198, -2.3557, -0.5620], [4.7063, -2.7558, 0.6940], [3.8738, -2.2648, 2.1457], [6.0562, -3.8770, 0.8658], [3.1454, -1.2616, -1.0135], [-2.6992, -1.9574, 3.5947], [-1.4231, -1.2741, 2.3576], [-2.2591, -1.4456, 0.6513], [-1.4043, 0.5613, 2.7947], [0.2113, -2.0737, 2.4510], [0.8747, -1.5717, 3.6656], [0.7050, -2.0242, 4.9815], [1.3580, -1.3856, 6.0212], [2.1773, -0.2936, 5.7511], [2.3242, 0.0973, 4.4320], [1.7042, -0.5270, 3.4289], [0.3168, -3.8588, 2.0222], [1.3769, -4.8592, 3.2166], [-1.3557, -4.7809, 2.0372], [0.9357, -4.1942, 0.2698], [-3.6430, -1.4053, 3.5120], [-2.3322, -1.8380, 4.6195], [-2.9072, -3.0181, 3.4314], [-3.2902, -1.8033, 0.7318], [-1.6947, -2.1410, 0.0255], [-2.2642, -0.4559, 0.1771], [-2.4315, 0.9315, 2.8949], [-0.8941, 1.1536, 2.0347], [-0.8888, 0.7349, 3.7441], [0.0465, -2.8645, 5.1630], [1.2243, -1.7307, 7.0412], [2.7017, 0.2337, 6.5370], [2.9639, 0.9228, 4.1426], [0.9411, -4.8972, 4.2192], [2.3828, -4.4405, 3.2843], [1.4553, -5.8866, 2.8440], [-1.7357, -4.9180, 3.0550], [-1.2014, -5.7754, 1.6014], [-2.1352, -4.2842, 1.4516], [1.7534, -3.5386, -0.0347], [0.1173, -4.0863, -0.4546], [1.2933, -5.2278, 0.2013], [-4.4312, -1.5206, -5.0147], [-2.9129, -1.3176, -4.9811], [-2.5183, -0.3071, -6.0681], [-2.2541, -2.6563, -5.3474], [-2.4654, -0.8710, -3.5479], [-2.5156, -2.0597, -2.7601], [-3.3849, 0.1545, -2.8596], [-3.5309, 1.5565, -3.4628], [-4.2598, 2.4682, -2.5084], [-5.6445, 2.5839, -2.5580], [-6.3306, 3.3881, -1.6603], [-5.6140, 4.0812, -0.7005], [-6.4680, 5.1021, 0.4304], [-4.2364, 3.9803, -0.6216], [-3.5665, 3.1732, -1.5278], [-1.0045, -0.3768, -3.5807], [-0.5049, 0.0040, -2.2791], [0.1319, -0.7400, -1.3702], [0.4633, 0.0020, -0.3357], [0.0168, 1.2361, -0.6766], [-0.5982, 1.2866, -1.8382], [-4.7158, -1.9859, -5.9619], [-4.9731, -0.5753, -4.9349], [-4.7502, -2.1759, -4.2024], [-2.9484, -0.6268, -7.0210], [-1.4367, -0.2598, -6.2034], [-2.8791, 0.6997, -5.8639], [-2.5752, -2.9468, -6.3516], [-2.5359, -3.4402, -4.6487], [-1.1646, -2.5904, -5.3593], [-2.4548, -1.8376, -1.8206], [-3.0024, 0.2832, -1.8421], [-4.3733, -0.2977, -2.7516], [-4.0930, 1.5168, -4.3976], [-2.5458, 1.9723, -3.6779], [-6.1989, 2.0372, -3.3139], [-7.4077, 3.4786, -1.7009], [-3.6946, 4.5222, 0.1418], [-2.4893, 3.0692, -1.4701], [-0.8773, 0.4899, -4.2251], [-0.3714, -1.1809, -3.9512], [0.3672, -1.7847, -1.5019], [0.1740, 2.1005, -0.0503], [2.7032, 6.6466, 2.4756], [1.4213, 6.1164, 2.5465], [1.2185, 4.7564, 2.3664], [2.2756, 3.8743, 2.1004], [3.5629, 4.4276, 2.0518], [3.7686, 5.7869, 2.2322], [1.9757, 2.4355, 1.9321], [2.6611, 1.4598, 1.2975], [3.8719, 1.7859, 0.5251], [3.8206, 2.6347, -0.5867], [4.9478, 2.8875, -1.3530], [6.1659, 2.3050, -1.0266], [6.2313, 1.4509, 0.0694], [5.1011, 1.1846, 0.8256], [2.8710, 7.7084, 2.6141], [0.5746, 6.7646, 2.7451], [0.2142, 4.3481, 2.4341], [4.4099, 3.7798, 1.8693], [4.7786, 6.1794, 2.1848], [1.0381, 2.1627, 2.4242], [2.8720, 3.0918, -0.8489], [4.8739, 3.5401, -2.2171], [7.0451, 2.4912, -1.6324], [7.1651, 0.9581, 0.3164], [5.1412, 0.4668, 1.6372]],
  "forces_ev_per_angstrom": [[0.140, 0.292, -0.582], [-0.065, 0.008, 0.016], [0.074, 0.024, -0.002], [-0.008, -0.007, -0.008], [0.034, -0.026, 0.028], [-0.020, 0.021, -0.038], [0.060, 0.004, 0.055], [-0.002, -0.013, -0.005], [-0.052, -0.121, 0.054], [-0.054, -0.037, 0.007], [-0.045, -0.045, 0.018], [-0.062, 0.087, -0.008], [-0.011, 0.031, -0.035], [-0.040, 0.006, -0.130], [0.082, 0.001, 0.171], [0.025, 0.010, -0.062], [-0.006, -0.005, 0.072], [-0.025, -0.020, -0.083], [0.008, -0.036, 0.073], [-0.122, 0.017, 0.227], [-0.034, -0.014, 0.049], [0.028, -0.018, -0.020], [-0.001, -0.083, 0.010], [-0.032, -0.042, -0.006], [0.017, -0.022, 0.017], [-0.005, -0.002, -0.026], [0.003, 0.080, 0.013], [0.027, 0.034, 0.008], [0.032, -0.045, 0.019], [-0.017, -0.131, -0.040], [0.044, -0.009, -0.021], [0.023, 0.024, -0.029], [-0.016, -0.022, -0.022], [0.012, 0.005, 0.007], [0.002, 0.005, -0.013], [-0.005, -0.007, 0.004], [-0.006, 0.006, -0.012], [0.012, 0.010, -0.029], [-0.009, 0.004, 0.011], [0.007, 0.020, 0.019], [0.020, 0.019, -0.045], [-0.027, 0.026, 0.019], [0.024, 0.014, 0.003], [0.033, 0.011, 0.014], [0.037, 0.031, 0.018], [-0.040, 0.011, -0.030], [0.005, -0.001, 0.001], [0.024, 0.007, 0.000], [-0.024, 0.005, 0.016], [0.009, 0.001, 0.010], [0.037, 0.046, -0.015], [-0.056, -0.045, -0.006], [-0.006, 0.030, 0.032], [-0.006, -0.049, -0.016], [0.026, -0.042, -0.024], [0.002, 0.019, -0.013], [-0.016, 0.021, 0.030], [-0.050, -0.002, -0.008], [-0.001, -0.006, -0.009], [0.027, 0.016, 0.031], [0.030, -0.056, -0.012], [-0.055, 0.001, 0.056], [-0.107, 0.052, -0.054], [-0.015, -0.123, -0.042], [0.169, 0.106, 0.176], [-0.141, -0.071, 0.122], [0.133, 0.039, -0.089], [0.000, 0.005, 0.014], [0.012, -0.019, 0.007], [0.005, 0.010, -0.015], [-0.004, 0.000, 0.017], [-0.016, -0.008, -0.006], [0.011, 0.009, -0.002], [0.006, 0.015, 0.008], [-0.002, -0.007, -0.010], [-0.022, -0.002, 0.019], [0.003, 0.104, 0.026], [0.006, -0.043, -0.047], [0.018, -0.009, 0.017], [0.014, -0.008, -0.034], [0.011, 0.018, 0.006], [0.005, 0.006, 0.011], [0.006, 0.001, 0.001], [-0.005, -0.006, -0.007], [0.001, 0.005, -0.003], [-0.033, 0.011, 0.010], [0.031, -0.002, -0.008], [0.007, 0.024, 0.018], [-0.010, -0.014, -0.003], [-0.020, -0.019, -0.007], [0.013, -0.003, -0.010], [-0.004, -0.020, 0.029], [-0.015, 0.023, -0.022], [0.050, 0.027, 0.012], [-0.002, -0.018, -0.002], [-0.009, 0.023, 0.074], [-0.065, -0.100, 0.026], [0.013, -0.028, 0.002], [-0.006, -0.029, -0.052], [-0.022, -0.006, -0.015], [0.002, -0.004, 0.041], [-0.006, 0.006, -0.021], [-0.023, -0.004, -0.022], [-0.003, -0.005, 0.001], [0.000, 0.000, 0.000], [0.012, 0.009, 0.001], [-0.025, 0.035, 0.028], [-0.005, -0.003, 0.002], [0.030, -0.010, 0.015], [0.008, 0.004, 0.001], [-0.001, -0.001, 0.009], [0.000, -0.002, 0.001], [-0.004, 0.003, 0.005], [0.012, -0.009, 0.015]],
  "homo_ev": [-0.3, -1.3],
  "total_charge": -2,
  "multiplicity": 3,
  "e_tot_ev": -152353.08912,
  "e_above_lowest_kj_mol": 0.0
}